C18H27N in the gas phase, computed with wB97M-V/def2-TZVPD.

XYZ file:
```
46
Properties=species:S:1:pos:R:3
C 2.45 -4.43 -2.30
C 2.91 -3.15 -3.03
C 1.71 -2.23 -3.18
C 1.29 -1.49 -1.90
C -0.19 -1.04 -1.79
C -0.53 -0.19 -0.51
N -0.59 -0.99 0.59
C -0.77 -0.43 1.77
C -1.06 0.97 1.83
C -0.96 1.84 0.72
C -0.66 1.14 -0.48
C -0.64 1.90 -1.77
C -0.54 3.43 -1.64
C -1.50 4.02 -0.55
C -1.12 3.39 0.88
C -1.47 1.57 3.20
C -1.44 0.47 4.37
C -0.26 -0.54 4.17
C -0.47 -1.40 2.95
H 3.11 -5.34 -2.44
H 1.51 -4.78 -2.67
H 2.33 -4.24 -1.31
H 3.13 -3.50 -4.06
H 3.74 -2.70 -2.42
H 0.89 -2.85 -3.54
H 1.90 -1.43 -3.93
H 1.52 -2.16 -1.08
H 1.94 -0.63 -1.71
H -0.91 -1.83 -1.85
H -0.61 -0.49 -2.64
H 0.29 1.55 -2.29
H -1.55 1.61 -2.26
H 0.46 3.72 -1.42
H -0.81 3.78 -2.62
H -2.62 3.76 -0.81
H -1.31 5.03 -0.42
H -0.24 3.82 1.20
H -1.84 3.75 1.62
H -0.74 2.33 3.44
H -2.42 2.02 3.05
H -2.45 0.01 4.46
H -1.28 0.85 5.37
H 0.60 0.02 3.91
H -0.12 -1.15 5.06
H 0.54 -1.85 2.89
H -1.24 -2.15 3.14
```

Calculated values
E_HOMO	-8.6	eV
SMILES	CCCCCc1nc2c(c3c1CCCC3)CCCC2
2S+1	1
LUMO level	0.9	eV
relative energy (zero: lowest compared OMol25 entry of this formula, charge and spin)	44.6	kcal/mol